(1)
Below is 7 unconnected molecules or ions with the total composition C50H47BrF6N4O8P2 at a distorted geometry, with properties calculated with wB97M-V/def2-TZVPD.

The gap between HOMO and LUMO comes out at 7.49 eV. The total energy is -6610.2669 Ha. The value obtained for the LUMO energy is -0.862 eV. The energy above the lowest of the compared OMol25 structures with the same formula, charge and spin comes out at 0.0 kcal per mole. The SMILES is CCCNc1c([PH2]=N)c(CON=O)c(P(=O)(O)O)c2c1C(=O)N(CC(=O)Br)C2=O.Fc1ccccc1.Fc1ccccc1.Fc1ccccc1.Fc1ccccc1.Fc1ccccc1.Fc1ccccc1.

Last column: Löwdin charge in e.
Cartesian coordinates (Å):
C -0.78091 5.88925 -1.03695  -0.091
C 0.26685 5.25784 -0.08014  -0.214
C 0.34159 3.72576 -0.12845  -0.210
N -0.98858 3.07437 -0.29573  0.048
C -1.17691 2.02473 0.60292  -0.218
C -0.44162 0.82760 0.55654  -0.175
P 0.81504 0.64066 -0.80957  0.815
N 0.30969 1.18850 -2.18813  -0.261
C -0.64842 -0.17399 1.47886  -0.179
C 0.19553 -1.44797 1.45313  -0.186
O 1.58109 -1.16287 1.26108  -0.189
N 2.09558 -0.53426 2.45716  0.037
O 2.42351 0.54980 2.21438  0.103
C -1.63882 -0.04731 2.47400  -0.117
P -2.02515 -1.33055 3.69800  0.471
O -1.16022 -1.17010 4.87071  -0.258
O -1.90715 -2.82004 3.09564  -0.104
O -3.54243 -1.20238 4.17069  -0.118
C -2.32883 1.13019 2.49176  -0.059
C -2.13600 2.16872 1.58492  -0.029
C -3.09160 3.30996 1.86467  -0.330
O -3.03823 4.46761 1.54954  0.163
N -4.10110 2.69558 2.67451  0.037
C -5.35731 2.30146 2.01955  -0.110
C -5.26073 2.33756 0.48137  -0.735
O -5.51325 3.32142 -0.14189  0.063
Br -4.72988 0.72814 -0.52246  0.726
C -3.41892 1.67134 3.41848  -0.318
O -3.70554 1.43372 4.55650  0.159
H -1.58722 6.30246 -0.42157  0.066
H -0.31998 6.75374 -1.51909  0.066
H -1.16819 5.17125 -1.75984  0.075
H 1.25098 5.61773 -0.40468  0.101
H 0.17341 5.59204 0.95722  0.104
H 0.77455 3.37026 0.81641  0.119
H 0.97419 3.39296 -0.95477  0.066
H -1.75077 3.71664 -0.10540  0.092
H 1.18135 -0.71124 -0.95987  0.033
H 1.93333 1.36605 -0.34177  0.002
H 0.32298 0.45672 -2.89301  -0.064
H -0.16553 -2.18557 0.73302  0.138
H 0.13538 -1.89167 2.45665  0.103
H -1.75313 -2.82931 2.14424  0.066
H -3.55836 -1.15046 5.13423  0.094
H -5.73952 1.35450 2.39763  0.117
H -6.10363 3.05736 2.27209  0.129
F -8.02114 1.57837 2.47438  0.036
C -8.73674 1.54163 3.62260  -0.276
C -10.00586 2.08210 3.64055  -0.016
C -10.73801 2.03911 4.81787  -0.080
C -10.18887 1.46774 5.95814  -0.093
C -8.90830 0.93351 5.92114  -0.077
C -8.17575 0.96463 4.74363  -0.013
H -10.41222 2.52976 2.74294  0.119
H -11.73734 2.45223 4.84564  0.106
H -10.76067 1.43930 6.87634  0.102
H -8.47841 0.49204 6.81017  0.107
H -7.17830 0.54585 4.69296  0.114
F 3.25998 3.06382 -1.27835  0.026
C 4.11443 2.31457 -2.00773  -0.298
C 3.87551 2.14306 -3.35565  -0.017
C 4.75765 1.37657 -4.10378  -0.076
C 5.85645 0.78464 -3.49511  -0.096
C 6.07836 0.96271 -2.13719  -0.092
C 5.20493 1.73725 -1.38705  -0.015
H 3.00799 2.60460 -3.80892  0.118
H 4.58595 1.23994 -5.16320  0.105
H 6.53976 0.18323 -4.08012  0.101
H 6.92922 0.50024 -1.66232  0.089
H 5.36476 1.89503 -0.32772  0.116
F -8.53074 -3.80471 -1.00083  0.057
C -8.52549 -2.68382 -1.74732  -0.288
C -8.94424 -2.74845 -3.06158  -0.020
C -8.94222 -1.59147 -3.82729  -0.085
C -8.51393 -0.39177 -3.27451  -0.095
C -8.09210 -0.34679 -1.95273  -0.100
C -8.10183 -1.49871 -1.17976  -0.023
H -9.26685 -3.69465 -3.47591  0.116
H -9.27459 -1.62627 -4.85638  0.103
H -8.50921 0.50855 -3.87513  0.101
H -7.75432 0.58654 -1.52300  0.082
H -7.78430 -1.48187 -0.14507  0.114
F 6.89911 -1.77180 -2.12999  0.048
C 7.44008 -2.66823 -1.27995  -0.277
C 7.69365 -2.29071 0.02360  -0.009
C 8.24597 -3.21631 0.89761  -0.102
C 8.54563 -4.49764 0.45695  -0.105
C 8.28798 -4.85784 -0.85783  -0.072
C 7.72626 -3.94004 -1.73383  -0.012
H 7.46032 -1.28423 0.34676  0.114
H 8.44150 -2.93614 1.92377  0.101
H 8.98025 -5.21512 1.13914  0.105
H 8.52525 -5.85526 -1.20283  0.109
H 7.51050 -4.20460 -2.76070  0.118
F 11.48974 -4.91015 0.50108  0.055
C 12.15427 -4.18262 1.42072  -0.276
C 11.49671 -3.15900 2.07469  -0.010
C 12.18372 -2.41561 3.02404  -0.077
C 13.51524 -2.69686 3.29904  -0.098
C 14.16076 -3.72660 2.62831  -0.084
C 13.47628 -4.47993 1.68554  -0.017
H 10.46038 -2.95082 1.84019  0.077
H 11.67925 -1.61536 3.54944  0.105
H 14.04945 -2.11264 4.03694  0.101
H 15.19943 -3.94389 2.83916  0.105
H 13.95986 -5.29183 1.15830  0.117
F -0.07966 -0.42209 -4.48227  0.026
C -1.25942 -0.63497 -5.10370  -0.278
C -2.18688 0.38586 -5.14050  -0.010
C -3.39810 0.16987 -5.78115  -0.080
C -3.66740 -1.06167 -6.36471  -0.098
C -2.72275 -2.07755 -6.31262  -0.086
C -1.50551 -1.86351 -5.68161  -0.020
H -1.95888 1.33445 -4.67110  0.120
H -4.13283 0.96276 -5.82428  0.105
H -4.61499 -1.22867 -6.86020  0.100
H -2.93345 -3.03831 -6.76334  0.104
H -0.75243 -2.63960 -5.63696  0.116



(2)
Below is a molecular structure, C50H47BrF9N2O6P2S3 at a distorted geometry, with properties calculated with wB97M-V/def2-TZVPD.

The total charge is +1. The gap between HOMO and LUMO comes out at 4.50 eV. The total energy is -7843.9936 Ha. The value obtained for the LUMO energy is -5.623 eV.

Last column: Löwdin charge in e.
Cartesian coordinates (Å):
C -3.26166 2.57513 0.73478  -0.020
C -4.01314 2.04429 -0.50807  -0.364
F -4.56679 3.10584 -1.25408  -0.045
C -3.32265 0.92539 -1.40372  -0.604
Br -4.00358 -0.70589 -0.51152  0.984
N -3.96221 1.19457 -2.74191  0.181
C -3.25999 1.74335 -3.66375  -0.308
O -3.74959 1.98274 -4.91427  0.105
C -3.88767 0.75813 -5.50700  -0.236
N -4.06770 -0.28991 -5.84954  0.265
C -1.86188 2.03091 -3.03162  -0.486
P -0.38109 2.08659 -4.25881  0.745
O 0.86001 2.31983 -3.48139  -0.396
P -1.93544 3.87950 -2.63427  0.421
S -3.00298 4.86751 -3.93533  0.321
C -1.81133 0.95363 -1.87127  -0.394
S -0.43640 1.06525 -0.60276  0.622
C -0.03270 2.72778 -0.01006  -0.112
O -0.72265 0.25166 0.56618  -0.301
O 0.81183 0.55492 -1.11249  -0.270
S -1.49012 -0.76990 -2.56868  0.623
O -2.60376 -1.26203 -3.32660  -0.250
O -0.33338 -0.82903 -3.40278  -0.245
F -1.19445 -1.81503 -1.39095  -0.152
H -3.99861 2.67380 1.56419  0.110
H -2.45172 1.92971 1.12603  0.076
H -2.85017 3.60332 0.61749  0.079
H -4.92889 1.56811 -0.09661  0.107
H -4.92860 0.89671 -2.93312  0.215
H -0.59944 3.25285 -5.04946  0.041
H -0.35149 0.94161 -5.09254  0.056
H -2.42412 4.19312 -1.34788  -0.011
H -0.61361 4.41666 -2.70549  0.025
H -0.83057 3.48544 -0.04064  0.025
H 0.36139 2.61828 1.02509  0.097
H 0.82832 3.08685 -0.61998  0.090
F 4.03985 -6.37572 -2.23066  0.059
C 3.32400 -5.24198 -2.12485  -0.287
C 2.01965 -5.30547 -1.67302  -0.012
C 1.28456 -4.13282 -1.55936  -0.090
C 1.85863 -2.91564 -1.90864  -0.093
C 3.16917 -2.86886 -2.36576  -0.061
C 3.90888 -4.03816 -2.46956  -0.017
H 1.58774 -6.26395 -1.41353  0.121
H 0.26339 -4.16869 -1.19855  0.099
H 1.28397 -2.00382 -1.82253  0.061
H 3.61508 -1.92106 -2.64099  0.111
H 4.93450 -4.01944 -2.81533  0.110
F 7.45009 -4.84318 3.26770  0.062
C 7.39885 -4.53098 1.96143  -0.286
C 8.07647 -3.41584 1.50556  -0.015
C 8.02711 -3.09691 0.15574  -0.092
C 7.29314 -3.89011 -0.71827  -0.111
C 6.61284 -5.00551 -0.24523  -0.079
C 6.66988 -5.33227 1.10278  -0.011
H 8.63646 -2.80629 2.20356  0.120
H 8.56059 -2.23038 -0.21545  0.109
H 7.25264 -3.63702 -1.77152  0.098
H 6.03795 -5.62096 -0.92602  0.090
H 6.15381 -6.20231 1.48904  0.118
F -6.28616 5.74256 -4.10521  0.033
C -7.30995 5.25578 -3.38043  -0.286
C -8.45707 6.01105 -3.23179  -0.007
C -9.51234 5.50108 -2.48653  -0.062
C -9.40265 4.24933 -1.89224  -0.086
C -8.24246 3.50452 -2.04663  -0.083
C -7.19016 4.00784 -2.80024  -0.037
H -8.52033 6.98723 -3.69561  0.122
H -10.41959 6.07981 -2.36851  0.112
H -10.22402 3.85532 -1.30849  0.092
H -8.15747 2.53046 -1.57921  0.099
H -6.27954 3.43918 -2.94002  0.079
F -9.76368 2.68955 0.83275  0.037
C -10.43381 3.42843 1.74247  -0.293
C -11.80527 3.55244 1.63262  -0.021
C -12.49463 4.30855 2.57095  -0.075
C -11.80342 4.93795 3.59867  -0.089
C -10.42390 4.80770 3.69277  -0.080
C -9.73358 4.04346 2.76191  -0.023
H -12.32549 3.06069 0.81988  0.118
H -13.57042 4.40728 2.50036  0.109
H -12.34222 5.53086 4.32740  0.105
H -9.88517 5.30169 4.49160  0.107
H -8.65922 3.92340 2.82406  0.112
F -1.10599 -2.56712 5.51295  0.059
C -0.36952 -2.96283 4.45902  -0.289
C -0.66111 -2.46111 3.20480  -0.021
C 0.10188 -2.86544 2.11777  -0.083
C 1.13889 -3.77278 2.29589  -0.086
C 1.41720 -4.27231 3.56221  -0.073
C 0.66233 -3.86148 4.65283  -0.014
H -1.47831 -1.76045 3.08431  0.110
H -0.11218 -2.47261 1.13087  0.081
H 1.73086 -4.09017 1.44512  0.094
H 2.22287 -4.98245 3.70055  0.108
H 0.87004 -4.23326 5.64816  0.120
F 11.76886 -2.85907 -0.79868  0.053
C 11.85616 -4.08836 -0.25497  -0.289
C 10.88644 -5.02710 -0.54896  -0.025
C 10.97734 -6.29543 0.00682  -0.078
C 12.03125 -6.60575 0.85776  -0.095
C 12.99681 -5.65002 1.14837  -0.082
C 12.91302 -4.38375 0.58468  -0.019
H 10.06854 -4.76448 -1.20732  0.106
H 10.22647 -7.04131 -0.22267  0.106
H 12.09927 -7.59467 1.29466  0.101
H 13.81576 -5.89079 1.81463  0.105
H 13.66067 -3.62871 0.79266  0.117
F 1.95368 4.69165 2.14864  0.037
C 2.68981 3.79489 2.84320  -0.299
C 3.53415 2.93979 2.15979  -0.028
C 4.29296 2.02107 2.87264  -0.074
C 4.19038 1.96170 4.25618  -0.085
C 3.33403 2.82353 4.92912  -0.074
C 2.58218 3.75019 4.21991  -0.020
H 3.59518 2.99515 1.07938  0.114
H 4.96331 1.35157 2.34871  0.109
H 4.77965 1.24178 4.81048  0.107
H 3.25136 2.77408 6.00746  0.109
H 1.91591 4.43559 4.72879  0.118